(1)
A 3-piece molecular cluster, C31H48I2O9S2 overall at a distorted geometry, computed with the ωB97M-V functional and the def2-TZVPD basis.

The calculation puts the gap between HOMO and LUMO at 8.6 eV. As for the multiplicity: 1. As for the total charge: 0. For the LUMO energy, the calculation gives -0.2 eV. The HOMO energy is -8.78 eV.

Geometry as XYZ:
```
92
C31H48I2O9S2, DFT the ωB97M-V functional and the def2-TZVPD basis
C 3.2642 3.0459 3.5604
C 2.1966 1.8018 3.2399
I 1.4621 1.1244 5.1985
C 2.9225 0.6035 2.3629
C 2.2698 0.3743 0.8730
C 2.5673 1.7894 0.0316
C 4.1463 1.9906 -0.3632
O 5.1498 2.2648 0.4787
O 0.8076 0.2367 0.9099
C 0.4056 -1.0870 1.4921
C -0.1534 -1.9546 0.1757
C -0.8266 -0.7150 2.5531
O -0.8501 -1.5579 3.7545
C -0.6461 -2.9813 3.4633
I -1.2672 -4.1856 5.2364
S -2.5048 -0.5386 1.6932
C -3.5631 -2.0652 1.9253
C -5.1174 -1.7902 1.4258
O -5.7909 -2.8050 0.8786
O -5.6136 -0.4035 1.5874
C -6.9682 -0.4866 2.1547
C -8.0055 -0.1126 0.8967
C -9.2505 0.7267 1.6184
O -7.3610 0.8073 -0.0502
C -7.2871 0.2626 -1.4125
O -8.2297 -0.4314 -2.0539
C -5.9053 0.5867 -2.2962
S -4.3267 0.0496 -1.4440
C 3.0361 -0.8050 -0.0171
C 2.7846 -0.8560 -1.6374
C 3.5338 -2.0884 -2.4804
C 4.4551 -3.1765 -1.6368
C 4.7246 -3.1106 -0.0166
C 3.9726 -1.8751 0.8200
H 2.7776 4.1126 3.3637
H 3.6536 2.9857 4.6840
H 4.2264 3.0027 2.8798
H 1.2931 2.3063 2.6448
H 2.7831 -0.3933 3.0050
H 4.0728 0.8248 2.3696
H 1.9598 1.8076 -0.9960
H 2.2315 2.7470 0.6156
H 4.4397 1.9426 -1.5187
H 1.3042 -1.6387 1.9990
H 0.7311 -2.6016 -0.2373
H -1.0279 -2.6829 0.4440
H -0.4967 -1.2451 -0.7059
H -0.5637 0.3869 2.9314
H 0.5106 -3.2377 3.3340
H -1.1755 -3.3825 2.5017
H -3.0642 -2.9220 1.2606
H -3.5191 -2.4507 3.0536
H -7.0622 0.3126 3.0109
H -7.2507 -1.5224 2.6204
H -8.3337 -1.1434 0.4525
H -10.1415 0.8495 0.8700
H -8.7655 1.7636 1.9495
H -9.5127 0.1320 2.5982
H -5.9256 0.1018 -3.3608
H -5.9027 1.7627 -2.4388
H -3.8493 1.2096 -0.7595
H 2.0991 -0.0638 -2.1621
H 3.3597 -2.1764 -3.6467
H 4.9582 -4.0733 -2.2301
H 5.3840 -3.9081 0.5586
H 4.1545 -1.8705 1.9765
C 4.2418 -5.0979 -6.7310
C 2.9609 -5.8343 -6.4349
C 2.6480 -5.3730 -5.0282
O 3.1741 -4.0450 -4.8991
C 4.0173 -3.7770 -6.0279
H 4.4462 -4.9833 -7.7984
H 5.0874 -5.6256 -6.2740
H 2.1739 -5.5002 -7.1213
H 3.0486 -6.9206 -6.5181
H 3.1454 -6.0033 -4.2833
H 1.5746 -5.3658 -4.8183
H 3.4920 -3.0671 -6.6761
H 4.9502 -3.3172 -5.6905
C 1.9415 6.7117 0.2722
C 0.7007 7.5475 0.4527
C 0.2512 7.1512 1.8421
O 1.4331 6.8154 2.5820
C 2.5318 6.7162 1.6653
H 2.6284 7.1020 -0.4831
H 1.6627 5.6901 -0.0123
H 0.9646 8.6115 0.4346
H -0.0629 7.3715 -0.3092
H -0.3893 6.2633 1.8145
H -0.2875 7.9543 2.3534
H 3.1758 7.5887 1.8202
H 3.1102 5.8132 1.8792
```



(2)
C23H27N6OS5Tl as an isolated structure, computed with the ωB97M-V functional and the def2-TZVPD basis.

The calculation puts the gap between HOMO and LUMO (alpha / beta) at 5.5 / 5.5 eV. The energy relative to the best compared isomer or geometry (same formula, charge and spin) comes out at 0.083 eV. As for the multiplicity: 1. As for the total charge: +2. For the LUMO energy (alpha / beta), the calculation gives -7.5 / -7.5 eV. The HOMO energy (alpha / beta) is -13.05 / -13.05 eV.

Geometry as XYZ:
```
63
C23H27N6OS5Tl, DFT the ωB97M-V functional and the def2-TZVPD basis
Tl -0.1720 -0.9163 -1.2120
C -0.3229 0.9062 -4.8249
C -1.8217 0.8492 -4.5601
S -2.2940 -0.3564 -3.2865
C -3.3830 0.6070 -2.2041
C -2.7998 1.8293 -1.5169
S -1.2880 1.5511 -0.5418
C -0.1474 2.7792 -1.2559
C 0.0720 2.7943 -2.7585
S 0.7469 1.2388 -3.3988
H 0.0346 -0.0497 -5.2106
H -0.1250 1.6526 -5.5946
H -2.2141 1.8201 -4.2632
H -2.3324 0.5657 -5.4803
H -4.2540 0.9197 -2.7825
H -3.7350 -0.1088 -1.4614
H -2.5814 2.6229 -2.2278
H -3.5474 2.2188 -0.8254
H -0.5165 3.7509 -0.9215
H 0.7871 2.6019 -0.7319
H -0.8339 3.0389 -3.3099
H 0.7869 3.5913 -2.9665
N -1.6028 -2.5765 2.9626
C -0.3656 -2.3737 3.5497
C 0.0480 -2.4494 4.8749
C 1.3869 -2.2254 5.1144
C 2.2804 -1.9517 4.0659
C 1.8578 -1.8770 2.7558
C 0.4977 -2.0719 2.4938
N -0.2194 -2.0728 1.2929
C -1.4463 -2.3996 1.6290
C -2.5107 -2.6597 0.6615
C -3.6862 -3.3077 0.8956
S -4.5184 -3.5578 -0.5675
C -3.2769 -2.7612 -1.4033
N -2.2940 -2.3330 -0.6553
H -2.4478 -2.8364 3.4425
H -0.6404 -2.6799 5.6761
H 1.7605 -2.2723 6.1274
H 3.3265 -1.8010 4.2932
H 2.5629 -1.6839 1.9595
H -4.0784 -3.6860 1.8248
H -3.3125 -2.6326 -2.4743
N 2.8457 -4.6220 0.2359
C 2.8409 -3.5419 -0.1857
H 3.1617 -5.5503 0.4378
N 1.6610 0.6048 0.7064
C 1.9938 1.9483 1.0556
C 1.1816 2.6583 1.9322
C 1.4536 3.9919 2.1987
C 2.5308 4.6254 1.5930
C 3.3436 3.9104 0.7245
C 3.0781 2.5758 0.4528
H 2.5006 0.0761 0.5001
H 1.1969 0.1451 1.4809
H 0.3413 2.1656 2.4085
H 0.8245 4.5370 2.8897
H 2.7430 5.6634 1.8063
H 4.1942 4.3904 0.2596
H 3.7163 2.0210 -0.2262
O 1.9747 -3.0505 -2.8611
S 2.2586 -1.9097 -2.0297
N 2.7789 -2.3365 -0.5635
```



(3)
An isolated ion of composition C2H3OS3 and charge -1 at a distorted geometry, computed with the ωB97M-V functional and the def2-TZVPD basis.

The calculation puts the gap between HOMO and LUMO at 7.2 eV. The energy relative to the best compared isomer or geometry (same formula, charge and spin) comes out at 0.318 eV. As for the multiplicity: 1. As for the total charge: -1. For the LUMO energy, the calculation gives 3.4 eV. The HOMO energy is -3.89 eV.

Geometry as XYZ:
```
9
C2H3OS3, DFT the ωB97M-V functional and the def2-TZVPD basis
C 0.4098 0.7365 -0.9057
C 0.0576 -0.4060 0.0679
O -0.2413 1.0098 -1.8730
S 1.9576 1.5788 -0.3166
S -1.3751 -1.2421 -0.5724
S -0.2448 0.5022 1.7421
H 0.7833 -1.0577 0.4052
H -1.5413 -0.1058 -1.3519
H 0.7886 1.2914 1.1212
```